Entry 1:
11
Properties=species:S:1:pos:R:3:forces:R:3:mulliken_charge:R:1 method="wB97M-V/def2-TZVPD" max_force_ev_per_a=3.6 multiplicity=1 smiles="O=CSCSC=S" orbital_gap_ev=8.10 e_above_lowest_kcal_mol=58.7 total_energy_ha=-1386.411479 homo_ev=-8.95
O -1.038482 1.147203 3.063561 0.851 -0.297 0.240 -0.377
C -1.037950 0.869342 1.905124 -2.595 1.200 -0.904 0.121
S 0.121687 -0.401452 1.319053 -0.865 -1.056 -1.616 -0.069
C -0.386419 -1.149624 -0.445810 -2.832 0.212 -0.742 -0.734
S -0.077573 -0.044869 -1.899845 1.768 -0.458 1.579 0.070
C 1.606401 0.307816 -1.414968 0.168 1.995 0.206 -0.064
S 2.404398 1.673839 -2.070723 -1.161 -3.120 1.395 -0.183
H -1.884109 1.466552 1.290202 2.046 -1.683 0.110 0.304
H -1.521951 -1.362697 -0.637609 1.665 0.762 1.252 0.331
H -0.039709 -2.183369 -0.677430 0.751 0.926 0.971 0.415
H 1.853707 -0.322740 -0.431553 0.204 1.518 -2.491 0.185

Entry 2:
12
Properties=species:S:1:pos:R:3:forces:R:3:mulliken_charge:R:1 method="wB97M-V/def2-TZVPD" max_force_ev_per_a=0.3 multiplicity=1 smiles=O.O.O.O orbital_gap_ev=11.61 e_above_lowest_kcal_mol=26.3 total_energy_ha=-305.737243 homo_ev=-11.25
O 1.954514 1.655624 -1.423128 -0.102 0.077 -0.205 -0.634
H 2.828105 1.802116 -1.060358 0.227 0.076 0.051 0.313
H 1.539527 1.047474 -0.811445 -0.160 -0.165 0.159 0.321
O -1.848689 1.666959 -4.258563 -0.163 0.129 -0.156 -0.637
H -1.400473 1.884853 -3.441349 0.140 0.100 0.218 0.322
H -1.634904 0.746556 -4.411522 0.041 -0.221 -0.058 0.314
O -1.866541 -1.672404 0.750338 -0.063 0.112 -0.186 -0.642
H -1.482508 -1.420091 1.590028 0.096 0.157 0.268 0.327
H -1.710599 -2.614799 0.688626 -0.003 -0.240 -0.060 0.314
O 0.916622 -0.839208 3.949936 -0.201 0.075 -0.173 -0.627
H 1.511012 -0.513837 4.626007 0.118 0.141 0.182 0.309
H 1.193934 -1.743241 3.801430 0.070 -0.241 -0.039 0.320

Entry 3:
9
Properties=species:S:1:pos:R:3:forces:R:3:mulliken_charge:R:1 method="wB97M-V/def2-TZVPD" max_force_ev_per_a=4.4 multiplicity=1 orbital_gap_ev=8.51 e_above_lowest_kcal_mol=132.9 total_energy_ha=-603.889994 homo_ev=-8.13
C -0.624194 1.245177 0.529635 1.616 -0.363 -1.488 -0.222
C 0.786459 -0.704688 -0.287130 -2.586 0.689 1.857 -0.273
N 1.533471 1.152017 -1.581703 -1.208 -0.951 1.228 -0.579
N 0.970209 0.422906 -0.908965 2.501 2.258 -2.484 0.511
O -1.345428 0.242398 0.725434 -1.857 -0.572 0.580 -0.261
P -0.892341 -1.274898 -0.007594 -0.110 1.502 -0.628 0.139
H -0.990101 2.081823 1.035977 -1.247 1.550 1.346 0.254
H 1.274246 -1.434455 -0.754254 2.599 -3.002 -1.812 0.379
H -0.712322 -1.730279 1.248600 0.292 -1.110 1.402 0.053